(1)
Entry from the OMol25 dataset: one molecule with the formula C2H4NP at a distorted geometry (wB97M-V/def2-TZVPD).

HOMO-LUMO gap, hartree: 0.3066
SMILES string: C=P1=CN1
Energy, Eh: -474.5770
Charge: 0

Each line ends with the natural charge from an NBO analysis.
Element x y z (Å)
C: 1.210 -0.044 -0.245  -0.98
P: -0.084 0.238 -1.324  0.94
C: -0.999 0.783 0.118  -0.22
N: -1.343 -0.457 -0.249  -0.75
H: 2.229 0.135 -0.542  0.22
H: 1.078 -0.478 0.733  0.21
H: -0.782 1.084 1.134  0.21
H: -1.310 -1.263 0.374  0.38



(2)
Entry from the OMol25 dataset: a 2-piece molecular cluster, C7H15N2 overall at a distorted geometry (wB97M-V/def2-TZVPD).

HOMO-LUMO gap, hartree: 0.2411
Energy, Eh: -384.8316
Charge: +1

Each line ends with the natural charge from an NBO analysis.
Element x y z (Å)
C: -3.975 -1.022 0.111  0.07
C: -2.407 -0.328 -1.653  0.08
C: 1.459 -0.054 0.498  0.15
C: 3.136 -1.848 0.664  -0.63
C: -0.481 2.364 0.493  -0.61
C: 1.819 -1.562 0.184  -0.44
C: 0.822 2.141 -0.345  -0.23
N: -3.132 -0.677 -0.704  -0.23
N: 1.065 0.684 -0.390  -0.46
H: -4.812 -0.439 0.504  0.26
H: -4.080 -2.139 0.388  0.26
H: -2.814 -0.365 -2.648  0.26
H: -1.364 -0.057 -1.390  0.28
H: 1.838 0.357 1.442  0.14
H: 3.447 -0.909 1.213  0.21
H: 3.815 -2.041 -0.144  0.23
H: 3.128 -2.647 1.409  0.23
H: -1.248 1.562 0.239  0.16
H: -0.423 2.456 1.577  0.23
H: -0.890 3.281 0.051  0.22
H: 1.014 -2.274 0.703  0.20
H: 1.637 -1.552 -0.903  0.22
H: 1.754 2.589 0.001  0.21
H: 0.695 2.480 -1.299  0.19



(3)
Entry from the OMol25 dataset: one molecule with the formula C14H12N4O2 at a distorted geometry (wB97M-V/def2-TZVPD).

HOMO-LUMO gap, hartree: 0.3249
SMILES string: N#Cc1ccc(Nc2nc(=O)[nH]c3c2CC[C@@H]3O)cc1
Energy, Eh: -910.1257
Charge: 0

Each line ends with the natural charge from an NBO analysis.
Element x y z (Å)
N: 3.348 5.385 3.359  -0.30
C: 2.755 4.596 2.830  0.28
C: 2.235 3.522 2.087  -0.21
C: 3.180 2.804 1.374  -0.14
C: 2.800 1.709 0.653  -0.24
C: 1.470 1.286 0.641  0.21
N: 1.100 0.070 -0.111  -0.62
C: -0.032 -0.032 -0.793  0.44
N: -0.459 0.955 -1.391  -0.46
C: -1.615 0.694 -2.130  0.72
O: -2.023 1.527 -2.906  -0.61
N: -2.315 -0.451 -2.203  -0.58
C: -1.955 -1.501 -1.347  0.23
C: -0.742 -1.284 -0.657  -0.16
C: -0.391 -2.463 0.187  -0.42
C: -1.327 -3.509 -0.329  -0.41
C: -2.496 -2.875 -1.046  0.07
O: -2.851 -3.547 -2.316  -0.72
C: 0.524 1.836 1.476  -0.25
C: 0.952 2.946 2.269  -0.13
H: 4.232 3.137 1.406  0.24
H: 3.488 1.160 -0.079  0.22
H: 1.753 -0.562 -0.428  0.40
H: -3.241 -0.374 -2.612  0.44
H: -0.487 -2.229 1.278  0.22
H: 0.644 -2.865 0.144  0.21
H: -0.834 -4.041 -0.972  0.22
H: -1.714 -4.371 0.329  0.22
H: -3.390 -2.872 -0.423  0.20
H: -2.426 -3.134 -3.087  0.48
H: -0.324 1.250 1.786  0.23
H: 0.142 3.233 3.011  0.24



(4)
Entry from the OMol25 dataset: C29H52AsBrN6O7RbSSi as an isolated structure at a distorted geometry (wB97M-V/def2-TZVPD).

HOMO-LUMO gap, hartree: 0.2581
Energy, Eh: -7513.1941
Charge: -1

Each line ends with the Löwdin charge.
Element x y z (Å)
Rb: 9.799 3.801 16.835  0.75
O: 11.587 3.895 21.615  0.11
C: 11.127 3.531 20.396  -0.46
O: 10.833 4.289 19.515  0.03
C: 11.245 2.028 20.240  -0.16
C: 11.770 1.229 21.232  -0.01
C: 11.894 -0.105 21.012  -0.05
C: 11.592 -0.595 19.773  0.01
C: 11.101 0.259 18.799  -0.15
N: 10.930 1.553 19.018  0.18
C: 10.556 -0.208 17.439  -0.52
O: 10.291 -1.473 17.519  0.09
O: 10.384 0.565 16.544  0.08
H: 11.626 4.844 21.599  0.12
H: 12.139 1.602 22.183  0.12
H: 12.315 -0.761 21.737  0.11
H: 11.701 -1.656 19.617  0.12
H: 9.976 -1.848 16.620  0.03
N: 11.398 5.022 12.268  0.02
N: 10.940 6.292 12.806  -0.03
C: 10.542 6.389 14.135  -0.84
O: 10.568 7.520 14.624  -0.04
O: 10.330 5.327 14.776  -0.26
H: 10.564 4.476 12.108  0.01
H: 11.871 4.528 13.032  0.05
H: 11.451 7.082 12.490  0.09
N: 9.879 -2.691 15.295  0.12
C: 10.258 -2.941 14.222  -0.37
N: 10.838 -3.292 13.096  0.04
C: 10.534 -2.414 12.139  -0.41
N: 10.259 -1.720 11.235  0.09
C: 5.735 1.821 12.186  -0.29
As: 7.515 1.076 12.308  0.64
C: 8.019 0.493 10.528  -0.26
C: 7.323 -0.561 13.414  -0.23
S: 8.768 2.374 13.339  0.14
H: 5.016 1.064 11.843  0.03
H: 5.670 2.713 11.538  0.04
H: 5.413 2.064 13.211  0.03
H: 7.196 -0.126 10.208  0.02
H: 8.961 -0.040 10.540  -0.03
H: 8.113 1.375 9.848  0.05
H: 6.717 -1.292 12.938  0.02
H: 6.937 -0.280 14.382  0.03
H: 8.337 -0.918 13.541  0.00
C: 16.822 5.514 18.917  -0.11
C: 15.553 4.742 18.628  -0.63
C: 15.669 3.320 19.213  -0.11
C: 14.505 5.363 19.538  -0.13
Si: 15.006 4.763 16.715  0.55
Br: 13.310 3.265 16.610  0.53
C: 14.218 6.448 16.138  -0.63
C: 13.926 6.383 14.665  -0.10
C: 12.928 6.831 16.838  -0.08
C: 15.259 7.567 16.303  -0.09
C: 16.446 3.950 15.561  -0.62
C: 15.836 3.264 14.355  -0.12
C: 17.461 5.014 15.151  -0.09
C: 17.146 2.887 16.392  -0.12
H: 16.987 5.571 20.003  0.08
H: 16.804 6.610 18.596  0.09
H: 17.678 5.055 18.471  0.05
H: 16.181 3.411 20.203  0.10
H: 16.321 2.706 18.612  0.04
H: 14.695 2.836 19.263  0.06
H: 14.804 5.162 20.597  0.09
H: 13.527 4.867 19.412  0.06
H: 14.391 6.483 19.423  0.09
H: 13.198 5.634 14.398  0.06
H: 14.757 6.114 14.045  0.06
H: 13.641 7.412 14.325  0.12
H: 12.196 6.057 16.613  0.05
H: 12.511 7.738 16.441  0.08
H: 13.071 6.907 17.936  0.07
H: 16.117 7.355 15.711  0.05
H: 15.518 7.846 17.327  0.07
H: 14.822 8.490 15.897  0.09
H: 15.184 3.841 13.719  0.07
H: 15.301 2.409 14.668  0.03
H: 16.649 2.890 13.693  0.10
H: 17.111 5.609 14.334  0.07
H: 18.339 4.533 14.764  0.07
H: 17.775 5.610 16.001  0.07
H: 16.511 2.085 16.679  0.07
H: 17.683 3.326 17.216  0.06
H: 17.915 2.450 15.757  0.09
C: 6.853 6.679 14.345  -0.14
C: 6.588 5.195 14.053  -0.18
C: 6.391 4.610 15.471  -0.23
O: 7.243 5.376 16.277  -0.23
C: 7.536 6.659 15.721  -0.18
H: 5.905 7.238 14.363  0.10
H: 7.543 7.082 13.561  0.12
H: 7.440 4.676 13.544  0.05
H: 5.711 4.962 13.458  0.09
H: 6.733 3.585 15.486  0.09
H: 5.356 4.726 15.774  0.11
H: 8.622 6.671 15.665  0.08
H: 7.131 7.416 16.409  0.12



(5)
Entry from the OMol25 dataset: C33H43AsFN3OScSi as an isolated structure at a distorted geometry (wB97M-V/def2-TZVPD).

HOMO-LUMO gap, hartree: 0.2971
Energy, Eh: -4908.6903
Charge: +1

Each line ends with the Löwdin charge.
Element x y z (Å)
Sc: 0.571 0.263 -1.077  0.78
N: 2.850 -0.482 -0.884  -0.01
C: 3.070 -1.847 -1.403  -0.22
C: 2.065 -2.777 -0.758  -0.21
N: 0.698 -2.242 -0.937  0.00
H: 3.415 0.202 -1.378  0.10
H: 3.151 -0.442 0.086  0.06
H: 4.083 -2.205 -1.212  0.12
H: 2.929 -1.823 -2.483  0.11
H: 2.259 -2.837 0.313  0.11
H: 2.170 -3.785 -1.164  0.13
H: 0.065 -2.668 -0.267  0.08
H: 0.336 -2.505 -1.851  0.09
C: -2.417 1.536 0.412  -0.17
Si: -2.842 0.751 -1.225  0.37
C: -4.115 -0.585 -0.949  -0.17
C: -3.562 2.061 -2.317  -0.16
N: -1.357 0.110 -1.893  -0.15
C: -1.337 -0.457 -3.171  -0.32
C: -2.449 -0.831 -3.946  -0.03
C: -2.313 -1.361 -5.222  -0.07
C: -1.066 -1.555 -5.802  -0.08
C: 0.068 -1.213 -5.076  -0.01
C: -0.133 -0.706 -3.821  -0.20
F: 1.026 -0.356 -3.083  -0.06
H: -3.169 2.298 0.641  0.06
H: -1.453 2.054 0.408  0.00
H: -2.426 0.841 1.255  0.00
H: -4.647 -0.413 -0.008  0.04
H: -3.661 -1.579 -0.906  0.03
H: -4.868 -0.598 -1.741  0.03
H: -4.519 2.386 -1.896  0.05
H: -3.749 1.718 -3.337  0.03
H: -2.906 2.933 -2.371  0.03
H: -3.442 -0.701 -3.535  0.09
H: -3.206 -1.626 -5.774  0.11
H: -0.970 -1.963 -6.799  0.11
H: 1.070 -1.333 -5.466  0.13
C: -0.784 2.868 5.073  -0.07
C: 0.161 3.186 4.106  -0.07
C: 0.457 2.276 3.101  -0.11
C: -0.187 1.043 3.076  -0.38
C: -1.138 0.723 4.033  -0.09
C: -1.434 1.642 5.033  -0.07
As: 0.307 -0.182 1.676  1.36
C: 1.894 -0.977 2.446  -0.32
C: 3.143 -0.393 2.592  -0.10
C: 4.168 -1.126 3.180  -0.06
C: 3.930 -2.425 3.619  -0.06
C: 2.673 -2.998 3.483  -0.01
C: 1.642 -2.274 2.893  -0.20
C: 0.256 -2.754 2.673  -0.20
C: -0.223 -4.022 2.985  -0.01
C: -1.543 -4.349 2.707  -0.06
C: -2.394 -3.425 2.111  -0.06
C: -1.925 -2.157 1.788  -0.09
C: -0.610 -1.829 2.082  -0.34
H: -1.017 3.579 5.855  0.11
H: 0.662 4.145 4.128  0.11
H: 1.178 2.544 2.335  0.10
H: -1.644 -0.234 4.016  0.10
H: -2.175 1.396 5.783  0.11
H: 3.324 0.628 2.274  0.11
H: 5.146 -0.682 3.304  0.11
H: 4.729 -2.990 4.081  0.11
H: 2.504 -4.005 3.843  0.11
H: 0.426 -4.757 3.444  0.11
H: -1.911 -5.335 2.959  0.11
H: -3.421 -3.690 1.895  0.11
H: -2.588 -1.445 1.314  0.08
C: 0.988 2.936 -3.087  -0.03
C: 1.227 3.219 -1.611  -0.68
C: 2.580 3.874 -1.406  -0.03
C: 0.114 4.091 -1.054  -0.03
O: 1.225 1.970 -0.892  -0.31
H: 0.949 3.868 -3.653  0.10
H: 0.035 2.421 -3.242  0.08
H: 1.792 2.325 -3.505  0.09
H: 2.626 4.844 -1.904  0.09
H: 3.378 3.248 -1.812  0.08
H: 2.772 4.026 -0.342  0.09
H: 0.111 5.070 -1.537  0.10
H: 0.241 4.237 0.020  0.09
H: -0.861 3.629 -1.224  0.06



(6)
Entry from the OMol25 dataset: C22H19BrClFeN4O2S as an isolated structure at a distorted geometry (wB97M-V/def2-TZVPD).

⟨S²⟩: 8.8057
HOMO-LUMO gap (alpha / beta), hartree: 0.2604 / 0.2627
Multiplicity: 6
Energy, Eh: -5915.4201
Charge: 0

Each line ends with the Löwdin charge.
Element x y z (Å)
Fe: -0.986 0.293 0.731  0.61
C: -2.495 -3.764 1.349  -0.02
C: -1.779 -2.512 0.960  -0.27
N: -1.793 -1.446 1.637  -0.08
N: -2.485 -1.413 2.806  -0.01
C: -2.699 -0.160 3.199  -0.85
N: -3.330 -0.041 4.376  0.07
S: -2.323 1.309 2.348  0.66
C: -1.001 -2.445 -0.320  -0.21
C: -0.742 -3.569 -1.072  0.00
C: -0.015 -3.446 -2.252  -0.04
C: 0.429 -2.205 -2.640  -0.04
C: 0.137 -1.125 -1.823  -0.08
N: -0.564 -1.248 -0.701  0.06
H: -3.233 -3.534 2.109  0.07
H: -1.798 -4.500 1.763  0.09
H: -2.984 -4.216 0.483  0.08
H: -3.562 -0.864 4.905  0.10
H: -3.534 0.874 4.732  0.08
H: -1.104 -4.532 -0.737  0.11
H: 0.203 -4.319 -2.856  0.11
H: 0.997 -2.064 -3.549  0.11
H: 0.457 -0.119 -2.074  0.12
Br: 2.950 5.892 -2.415  0.72
C: 1.203 5.153 -2.411  -0.68
C: 0.212 5.751 -3.174  -0.13
C: -1.064 5.199 -3.172  -0.07
C: -1.335 4.063 -2.423  -0.02
C: -0.333 3.483 -1.659  -0.13
C: 0.945 4.031 -1.645  -0.07
C: -0.638 2.256 -0.851  -0.61
O: -1.689 1.621 -1.061  -0.03
O: 0.208 1.872 0.031  -0.11
H: 0.434 6.634 -3.758  0.10
H: -1.847 5.661 -3.764  0.11
H: -2.319 3.612 -2.421  0.12
H: 1.713 3.576 -1.037  0.11
Cl: 4.713 -2.886 -0.952  0.66
C: 3.655 -1.960 0.067  -0.67
C: 2.826 -2.618 0.969  -0.11
C: 1.983 -1.883 1.772  -0.04
C: 1.944 -0.464 1.709  -0.32
C: 1.144 0.271 2.596  0.04
C: 2.805 0.166 0.771  -0.03
C: 3.646 -0.570 -0.033  -0.10
H: 2.860 -3.698 1.035  0.11
H: 1.346 -2.387 2.493  0.12
H: 1.175 1.353 2.633  0.07
H: 0.570 -0.248 3.358  0.07
H: 2.791 1.247 0.703  0.11
H: 4.307 -0.081 -0.737  0.11



(7)
Entry from the OMol25 dataset: C37H33BrCl5Ge2N2O3Sn as an isolated structure (wB97M-V/def2-TZVPD).

⟨S²⟩: 0.7793
HOMO-LUMO gap (alpha / beta), hartree: 0.2801 / 0.1912
Multiplicity: 2
Energy, Eh: -11007.5557
Charge: +2

Each line ends with the Löwdin charge.
Element x y z (Å)
Sn: 0.773 2.272 0.809  1.37
O: 0.918 -2.928 2.837  0.06
C: 2.085 -2.401 2.342  -0.26
C: 3.270 -2.984 2.767  0.01
C: 4.482 -2.475 2.336  -0.05
C: 4.522 -1.381 1.478  -0.06
C: 3.337 -0.796 1.070  -0.03
C: 2.110 -1.294 1.495  -0.14
C: 0.831 -0.594 1.134  -0.42
O: 0.942 0.256 -0.010  -0.45
N: 0.465 0.232 2.302  -0.03
N: -0.670 0.990 2.042  -0.19
C: -1.608 1.138 2.896  -0.16
C: -2.653 2.115 2.696  -0.61
Br: -2.389 3.336 1.257  0.81
C: -3.731 2.253 3.485  -0.05
C: -4.132 1.338 4.553  -0.23
C: -4.030 -0.050 4.421  -0.05
C: -4.412 -0.881 5.461  -0.06
C: -4.899 -0.334 6.640  -0.05
C: -5.031 1.043 6.770  -0.05
C: -4.667 1.876 5.727  -0.02
H: 0.205 -2.843 2.195  0.08
H: 3.218 -3.836 3.432  0.13
H: 5.403 -2.936 2.669  0.12
H: 5.470 -0.987 1.139  0.11
H: 3.352 0.052 0.396  0.08
H: 0.016 -1.312 0.970  0.11
H: 0.444 -0.302 3.167  0.16
H: -1.632 0.560 3.818  0.15
H: -4.357 3.125 3.331  0.12
H: -3.709 -0.480 3.478  0.11
H: -4.350 -1.955 5.347  0.11
H: -5.200 -0.983 7.452  0.12
H: -5.428 1.466 7.682  0.12
H: -4.782 2.948 5.823  0.12
Cl: 3.371 5.607 -5.488  0.84
C: 2.517 4.843 -4.258  -0.66
C: 3.227 4.165 -3.227  -0.70
Cl: 4.930 4.149 -3.249  0.78
C: 2.537 3.517 -2.243  -0.57
Cl: 3.372 2.700 -0.991  0.78
C: 1.088 3.481 -2.234  -0.42
O: 0.431 2.832 -1.387  -0.23
C: 0.405 4.238 -3.263  -0.59
Cl: -1.287 4.306 -3.185  0.84
C: 1.101 4.884 -4.254  -0.70
Cl: 0.279 5.733 -5.480  0.78
C: -2.658 1.263 -2.140  -0.26
Ge: -2.196 -0.549 -1.620  0.75
C: -2.873 -0.945 0.172  -0.22
C: -2.740 -1.877 -2.945  -0.23
Ge: 0.265 -0.832 -1.628  1.05
C: 0.972 -2.542 -1.070  -0.31
C: 2.274 -2.963 -1.340  -0.08
C: 2.691 -4.233 -0.969  -0.05
C: 1.807 -5.106 -0.353  -0.05
C: 0.496 -4.718 -0.113  -0.06
C: 0.083 -3.445 -0.473  -0.14
C: 1.347 0.093 -2.938  -0.31
C: 0.683 0.667 -4.025  -0.11
C: 1.393 1.233 -5.078  -0.06
C: 2.780 1.222 -5.054  -0.06
C: 3.454 0.670 -3.970  -0.07
C: 2.742 0.111 -2.919  -0.13
H: -3.709 1.427 -1.899  0.04
H: -2.523 1.418 -3.210  0.01
H: -2.059 1.991 -1.598  -0.05
H: -3.944 -0.730 0.183  0.04
H: -2.394 -0.310 0.913  -0.02
H: -2.739 -1.991 0.445  0.02
H: -3.823 -1.838 -3.071  0.03
H: -2.469 -2.883 -2.627  0.02
H: -2.278 -1.677 -3.912  0.03
H: 2.974 -2.308 -1.838  0.09
H: 3.707 -4.545 -1.170  0.12
H: 2.135 -6.099 -0.074  0.12
H: -0.200 -5.407 0.348  0.12
H: -0.947 -3.153 -0.290  0.08
H: -0.402 0.672 -4.062  0.09
H: 0.864 1.660 -5.921  0.12
H: 3.341 1.636 -5.883  0.12
H: 4.536 0.671 -3.949  0.12
H: 3.280 -0.287 -2.067  0.08



(8)
Entry from the OMol25 dataset: one molecule with the formula C4H10N2O2S at a distorted geometry (wB97M-V/def2-TZVPD).

HOMO-LUMO gap, hartree: 0.3701
SMILES string: NC[C@@](N)(CS)C(=O)O
Energy, Eh: -816.5655
Charge: 0

Each line ends with the natural charge from an NBO analysis.
Element x y z (Å)
N: -0.335 -2.081 0.901  -0.81
C: -0.558 -0.644 1.061  -0.22
C: 0.182 0.218 -0.099  0.00
N: 0.007 -0.563 -1.433  -0.88
C: -0.441 1.758 -0.297  -0.56
S: -2.208 1.633 -0.651  -0.01
C: 1.604 0.316 0.319  0.75
O: 1.915 1.082 1.193  -0.58
O: 2.440 -0.510 -0.223  -0.66
H: -0.472 -2.264 -0.174  0.37
H: 0.601 -2.270 1.076  0.35
H: -1.661 -0.542 1.025  0.19
H: -0.119 -0.281 1.924  0.21
H: 0.377 0.019 -2.138  0.36
H: -0.978 -0.609 -1.590  0.38
H: 0.273 2.273 -1.112  0.24
H: -0.291 2.403 0.584  0.25
H: -2.438 1.149 0.561  0.12
H: 2.104 -1.088 -0.930  0.52